Density functional theory data (ωB97M-V/def2-TZVPD) for 2 unconnected molecules or ions with the total composition C3H9N3O.

The geometry in ORCA input format:
```
! wB97M-V def2-TZVPD RIJCOSX def2/J DEFGRID3
* xyz 0 1
C -1.730 -0.196 0.547
C 0.271 1.579 -1.408
O -0.385 -0.132 0.962
N 0.105 2.414 -0.491
H 0.832 2.407 0.224
H -0.480 1.465 -2.185
H -2.027 -1.174 0.149
H -2.342 0.035 1.419
H -1.903 0.630 -0.153
N 1.717 -1.075 1.142
C 0.690 -0.939 0.254
N 0.532 -1.668 -0.756
H 2.354 -1.834 0.962
H 1.483 -0.903 2.106
H -0.240 -1.416 -1.360
H 1.121 0.808 -1.413
*
```

Structure (SMILES)   [H]/N=C(/N)OC.C=N
E_tot   -359.15177 hartree
HOMO energy   -0.35389 Eh
E_LUMO   0.93 eV
Energy above the lowest of the compared OMol25 structures with the same formula, charge and spin   58.2 kcal per mole
HOMO-LUMO gap   10.556 eV


Density functional theory data (ωB97M-V/def2-TZVPD) for 7 unconnected molecules or ions with the total composition C56H74BrCl2N8O5PS2.

The geometry in ORCA input format:
```
! wB97M-V def2-TZVPD RIJCOSX def2/J DEFGRID3
* xyz 0 1
C 3.235 -2.253 2.463
C 3.852 -0.775 2.014
C 4.688 -0.865 0.571
Br 3.674 -2.161 -0.572
C 4.774 0.662 -0.026
O 4.999 0.752 -1.477
C 3.782 1.187 -2.199
S 3.371 3.021 -1.861
C 1.935 3.009 -0.649
C 0.682 3.982 -1.069
O 0.875 5.305 -0.980
O -0.573 3.320 -1.488
C -1.710 3.716 -0.639
C -2.085 2.616 0.543
C -1.757 3.286 2.033
O -3.579 2.483 0.509
C -3.983 1.083 0.711
O -4.637 0.487 -0.307
C -3.752 0.196 2.073
S -5.262 0.156 3.224
C 4.178 1.127 -3.822
C 2.966 0.564 -4.755
Cl 1.264 1.232 -4.274
C 2.858 -1.072 -4.415
C 1.453 -1.737 -5.031
Cl 4.244 -2.005 -5.297
N 4.774 2.451 -4.196
C 4.088 3.153 -5.334
C 4.714 4.655 -5.689
C 5.601 4.681 -7.078
C 4.695 4.512 -8.453
N 4.956 3.198 -9.186
C 6.195 2.336 -9.280
C 5.945 0.974 -10.162
C 4.384 1.067 -10.675
C 3.900 2.493 -10.015
P 6.505 2.149 -4.473
C 6.865 1.266 -6.124
C 7.599 3.684 -4.183
H 2.175 -2.450 1.981
H 4.011 -3.096 2.222
H 3.110 -2.199 3.639
H 2.928 -0.039 1.888
H 4.557 -0.314 2.835
H 5.781 -1.287 0.758
H 3.839 1.244 0.371
H 5.725 1.163 0.488
H 2.889 0.473 -1.937
H 1.555 1.885 -0.569
H 2.351 3.296 0.427
H -2.657 3.767 -1.357
H -1.585 4.786 -0.148
H -1.543 1.584 0.383
H -2.543 2.840 2.813
H -0.657 3.068 2.401
H -2.006 4.440 1.973
H -2.794 0.573 2.676
H -3.589 -0.925 1.734
H -6.094 1.266 3.002
H 5.056 0.319 -3.879
H 3.155 0.605 -5.917
H 2.898 -1.264 -3.261
H 0.973 -1.091 -5.881
H 1.730 -2.783 -5.524
H 0.745 -1.972 -4.128
H 2.936 3.363 -5.102
H 4.215 2.521 -6.337
H 3.793 5.388 -5.885
H 5.288 5.137 -4.766
H 6.514 3.951 -7.014
H 6.063 5.780 -7.142
H 4.805 5.437 -9.197
H 3.552 4.489 -8.112
H 7.198 2.660 -8.718
H 6.716 0.101 -10.378
H 3.774 0.306 -11.327
H 2.834 2.967 -10.148
H 7.651 1.909 -6.715
H 5.874 1.092 -6.745
H 7.309 0.180 -5.927
H 7.127 4.370 -3.352
H 7.662 4.307 -5.178
H 8.705 3.388 -3.856
N 8.015 -0.920 1.501
C 8.396 -0.022 2.436
C 9.543 0.749 2.342
C 10.354 0.589 1.223
C 9.990 -0.330 0.244
C 8.822 -1.053 0.425
H 7.732 0.064 3.291
H 9.798 1.457 3.122
H 11.262 1.174 1.116
H 10.601 -0.478 -0.639
H 8.493 -1.779 -0.313
N -10.627 -3.000 3.561
C -10.246 -2.102 4.496
C -9.099 -1.330 4.402
C -8.288 -1.491 3.284
C -8.652 -2.409 2.304
C -9.820 -3.132 2.485
H -10.910 -2.016 5.351
H -8.843 -0.623 5.182
H -7.380 -0.905 3.176
H -8.041 -2.558 1.421
H -10.149 -3.858 1.747
N -12.946 3.193 2.983
C -11.599 3.257 2.893
C -10.769 2.150 2.964
C -11.353 0.900 3.142
C -12.737 0.802 3.240
C -13.484 1.966 3.154
H -11.192 4.255 2.758
H -9.694 2.260 2.884
H -10.734 0.009 3.204
H -13.222 -0.157 3.379
H -14.568 1.942 3.221
N -9.973 -1.371 8.258
C -11.076 -1.599 9.005
C -11.236 -2.704 9.825
C -10.206 -3.636 9.883
C -9.058 -3.430 9.124
C -8.989 -2.293 8.336
H -11.853 -0.845 8.924
H -12.143 -2.835 10.405
H -10.296 -4.516 10.514
H -8.238 -4.138 9.146
H -8.113 -2.085 7.728
N -1.579 -2.675 -0.074
C -0.964 -3.772 0.419
C -1.419 -5.066 0.219
C -2.578 -5.247 -0.530
C -3.234 -4.136 -1.049
C -2.700 -2.883 -0.798
H -0.067 -3.579 0.999
H -0.884 -5.911 0.636
H -2.965 -6.246 -0.707
H -4.139 -4.244 -1.636
H -3.174 -1.985 -1.184
N 3.633 -3.837 4.978
C 2.530 -4.065 5.724
C 2.370 -5.170 6.545
C 3.401 -6.102 6.602
C 4.548 -5.897 5.843
C 4.618 -4.759 5.055
H 1.753 -3.311 5.643
H 1.464 -5.301 7.125
H 3.311 -6.982 7.233
H 5.369 -6.605 5.865
H 5.494 -4.552 4.447
*
```

Structure (SMILES)   CC[C@@H](Br)CO[C@@H](SCC(=O)OC[C@@H](C)OC(=O)CS)[C@@H]([C@H](Cl)[C@@H](C)Cl)N(CCCCn1cccc1)P(C)C.c1ccncc1.c1ccncc1.c1ccncc1.c1ccncc1.c1ccncc1.c1ccncc1
E_tot   -7623.92221 hartree
HOMO energy   -0.26704 Eh
E_LUMO   -0.04 eV
HOMO-LUMO gap   7.231 eV


Density functional theory data (ωB97M-V/def2-TZVPD) for 6 unconnected molecules or ions with the total composition C16H28Cl16.

The geometry in ORCA input format:
```
! wB97M-V def2-TZVPD RIJCOSX def2/J DEFGRID3
* xyz 0 1
C 16.193 0.112 25.748
Cl 16.743 1.241 24.453
Cl 15.701 1.029 27.173
Cl 14.823 -0.784 25.002
Cl 17.515 -0.987 26.096
C 12.778 11.582 21.124
Cl 13.950 12.271 19.956
Cl 13.567 10.060 21.725
Cl 12.623 12.536 22.567
Cl 11.251 11.360 20.456
C 5.293 3.508 16.548
Cl 3.977 4.715 16.703
Cl 4.876 2.170 17.704
Cl 5.214 2.711 14.983
Cl 6.916 4.295 16.862
C 15.667 8.802 28.038
Cl 16.957 7.878 27.187
Cl 16.018 9.176 29.762
Cl 15.400 10.332 27.172
Cl 14.158 7.900 27.940
C 5.581 4.725 23.326
C 7.008 4.395 23.531
C 7.816 5.052 22.435
C 9.298 4.622 22.478
C 10.171 5.440 23.380
C 11.599 5.042 23.245
H 4.970 4.180 24.046
H 5.337 4.283 22.360
H 5.307 5.779 23.370
H 7.465 4.596 24.500
H 7.270 3.342 23.426
H 7.840 6.132 22.581
H 7.385 4.891 21.447
H 9.330 3.535 22.550
H 9.747 4.865 21.516
H 10.317 6.497 23.162
H 9.921 5.485 24.440
H 11.854 5.071 22.185
H 12.320 5.592 23.851
H 11.849 4.050 23.622
C 13.754 5.146 13.348
C 14.104 4.612 14.780
C 15.550 5.040 15.064
C 16.233 4.603 16.484
C 15.902 5.317 17.729
C 16.587 4.660 18.975
H 14.527 5.004 12.593
H 13.762 6.220 13.162
H 12.774 4.753 13.074
H 13.428 5.072 15.501
H 14.049 3.526 14.853
H 15.702 6.098 14.849
H 16.087 4.436 14.333
H 16.172 3.516 16.530
H 17.312 4.647 16.342
H 16.150 6.369 17.586
H 14.828 5.329 17.915
H 17.669 4.741 18.872
H 16.206 5.068 19.912
H 16.298 3.613 18.881
*
```

Structure (SMILES)   ClC(Cl)(Cl)Cl.ClC(Cl)(Cl)Cl.ClC(Cl)(Cl)Cl.ClC(Cl)(Cl)Cl.CCCCCC.CCCCCC
E_tot   -7989.36666 hartree
HOMO energy   -0.39095 Eh
E_LUMO   -0.11 eV
HOMO-LUMO gap   10.527 eV


Density functional theory data (ωB97M-V/def2-TZVPD) for a molecular structure, C36H40BCrNP2.

The geometry in ORCA input format:
```
! wB97M-V def2-TZVPD RIJCOSX def2/J DEFGRID3
* xyz 0 5
Cr 2.344 -1.021 1.318
C 4.270 -1.142 0.817
C 3.494 -0.588 -0.289
C 3.125 -1.393 -1.503
C 2.221 -2.612 -1.144
C 1.695 -2.601 0.265
C 2.427 -3.025 1.455
C 3.855 -3.546 1.455
C 4.846 -2.554 0.832
C -3.539 0.668 0.801
H 4.949 -0.432 1.324
H 3.696 0.464 -0.528
H 3.998 -1.718 -2.098
H 2.578 -0.714 -2.180
H 1.375 -2.557 -1.850
H 2.739 -3.553 -1.400
H 0.630 -2.840 0.286
H 1.832 -3.512 2.252
H 3.962 -4.532 0.980
H 4.185 -3.725 2.489
H 5.769 -2.512 1.435
H 5.176 -2.897 -0.165
H -3.141 0.933 1.782
H -4.576 0.318 0.909
H -3.510 1.542 0.139
P -0.103 2.382 -0.306
P -2.548 -0.605 0.018
C -0.233 0.707 -0.984
C -1.377 -0.030 -1.173
C -0.144 3.526 -1.712
C 0.534 3.204 -2.906
C 0.766 4.197 -3.854
C 0.280 5.488 -3.629
C -0.551 5.757 -2.538
C -0.795 4.765 -1.587
C 1.611 2.406 0.413
C 2.043 1.445 1.367
C 3.300 1.593 2.004
C 4.100 2.710 1.761
C 3.706 3.625 0.780
C 2.480 3.466 0.100
C -3.857 -1.476 -0.922
C -4.185 -1.025 -2.215
C -5.195 -1.659 -2.944
C -5.934 -2.695 -2.363
C -5.697 -3.061 -1.034
C -4.667 -2.447 -0.309
C -1.977 -1.852 1.196
C -1.762 -1.535 2.544
C -1.440 -2.534 3.462
C -1.232 -3.843 3.022
C -1.353 -4.156 1.669
C -1.781 -3.183 0.766
H 0.716 0.332 -1.408
H -1.577 -0.451 -2.171
H 0.897 2.191 -3.064
H 1.314 3.966 -4.766
H 0.535 6.286 -4.321
H -0.994 6.747 -2.423
H -1.479 4.934 -0.758
H 1.285 0.702 1.755
H 3.633 0.818 2.701
H 5.027 2.855 2.319
H 4.353 4.470 0.540
H 2.160 4.210 -0.636
H -3.663 -0.163 -2.641
H -5.403 -1.339 -3.963
H -6.701 -3.207 -2.942
H -6.319 -3.821 -0.553
H -4.510 -2.734 0.733
H -1.820 -0.496 2.865
H -1.344 -2.277 4.517
H -0.964 -4.618 3.736
H -1.125 -5.157 1.313
H -1.966 -3.458 -0.278
B -1.983 3.528 1.768
C -1.107 2.247 1.959
N -0.664 1.252 2.421
H -2.644 3.511 0.732
H -1.277 4.524 1.843
H -2.768 3.526 2.713
*
```

E_tot   -3202.22709 hartree
HOMO energy (alpha / beta)   -0.24029 / -0.23484 Eh
E_LUMO (alpha / beta)   0.24 / -2.30 eV
Energy above the lowest of the compared OMol25 structures with the same formula, charge and spin   114.1 kcal per mole
HOMO-LUMO gap (alpha / beta)   6.781 / 4.092 eV